{"formula": "C5H10FNS", "method": "ωB97M-V with the def2-TZVPD basis set", "e_above_lowest_ev": 0.439, "smiles": "C[C@]1(S)[C@H](F)C[C@@H]1N", "total_energy_ev": -20389.3413, "charge": 0, "gap_ev": 9.78, "species": ["C", "C", "C", "C", "C", "H", "H", "H", "H", "H", "H", "H", "H", "H", "H", "N", "F", "S"], "coordinates": [[0.789, 0.492, 1.383], [0.300, 0.180, -0.017], [-0.244, -1.303, -0.171], [-1.668, -0.721, 0.162], [-1.137, 0.633, -0.224], [1.713, -0.091, 1.589], [-0.006, 0.159, 2.124], [1.043, 1.517, 1.497], [2.444, -0.128, -0.935], [-0.108, -1.591, -1.237], [0.084, -3.214, 0.397], [0.260, -2.186, 1.636], [-2.445, -1.132, -0.513], [-1.917, -0.843, 1.228], [-1.479, 0.879, -1.225], [0.422, -2.293, 0.635], [-1.588, 1.694, 0.542], [1.469, 0.734, -1.293]]}